The following is a DFT calculation (ωB97M-V/def2-TZVPD) of one molecule with the formula C2HBrClFO.

The relative energy (zero: lowest compared OMol25 entry of this formula, charge and spin) is 55.6 kcal/mol. As for the total energy: -89416.6277 eV. Its frontier orbital gap (spin up / spin down) is 0.3135 / 0.2549 Ha.

Last columns: bonded neighbours and bond lengths (Å).
Element x y z (Å)
1 C -0.99084 -0.82041 0.81067  C2 1.432, O3 1.256, H7 1.073
2 C -1.53869 0.14739 -0.09090  C1 1.432, F4 1.376, Cl5 1.659
3 O -1.65246 -1.73934 1.35314  C1 1.256
4 F -2.90068 0.25285 -0.25730  C2 1.376
5 Cl -0.62748 0.84480 -1.28892  C2 1.659, Br6 2.632
6 Br 0.38548 3.24875 -0.93669  Cl5 2.632
7 H 0.03213 -0.54619 0.98209  C1 1.073